DFT (ωB97M-V/def2-TZVPD) results for a cluster of 7 separate species, C45H99N5O7 in total in a non-equilibrium geometry.

Computed properties:
LUMO level, eV: 0.34
SMILES string: CC1(C)CCCC(C)(C)N1O.CC1(C)CCCC(C)(C)N1O.CC1(C)CCCC(C)(C)N1O.CC1(C)CCCC(C)(C)N1O.CC1(C)CCCC(C)(C)N1O.O.O
Electronic energy, eV: -70042.1589
Highest occupied orbital energy, eV: -7.860
Charge: 0
Energy above the lowest of the compared OMol25 structures with the same formula, charge and spin, eV: 6.776
Largest force on an atom, eV/A: 4.6

Cartesian coordinates (Å):
O -4.321 1.799 6.279
O -4.240 5.983 -1.615
O -0.169 0.190 0.355
O -1.355 -2.428 -5.501
O 2.075 -5.736 3.220
O 2.331 1.063 4.174
O 10.038 -0.077 -0.471
N 10.305 0.740 -1.569
N -4.550 7.320 -1.930
N 2.364 -6.768 2.346
N -5.370 1.970 7.114
N -2.358 -3.206 -6.031
C 7.901 1.230 -2.211
C -0.667 -4.587 -7.409
C 0.007 -7.407 2.493
C -6.418 0.022 5.913
C 1.806 -9.107 1.813
C -3.472 -2.566 -6.764
C -3.348 8.213 -1.900
C -2.380 7.739 -2.992
C -4.147 -1.472 -5.902
C 3.370 -9.439 1.575
C -6.069 9.185 -2.075
C -1.408 -5.337 -5.047
C -4.772 4.259 7.549
C 11.548 1.245 -3.697
C 10.327 -0.981 -3.275
C 4.769 -6.994 3.205
C 10.346 2.222 -4.093
C -6.391 3.227 8.978
C -3.117 -5.440 -6.895
C 1.660 -8.301 4.182
C 9.166 2.545 -0.409
C -6.122 7.634 0.026
C -3.723 9.642 -2.473
C 12.509 -0.207 -1.922
C -5.845 7.788 -1.522
C -3.868 2.564 9.124
C -4.198 -4.771 -7.797
C -2.592 8.254 -0.534
C -6.894 6.912 -2.227
C -3.040 -1.786 -8.031
C -1.857 -4.550 -6.391
C -4.626 -3.543 -7.102
C 3.760 -6.932 2.026
C -7.411 0.927 8.172
C -6.082 0.660 7.379
C 9.732 2.848 -2.836
C -5.303 -0.349 8.188
C 11.142 0.226 -2.671
C 4.055 -8.177 1.100
C 1.498 -7.861 2.750
C 4.154 -5.639 1.208
C -4.981 10.216 -1.818
C 9.242 1.738 -1.761
C -5.055 2.936 8.225
C -7.246 1.955 9.232
H 9.318 -0.805 -3.648
H -3.575 -5.656 -5.930
H -0.658 -8.268 2.559
H -5.600 4.453 6.867
H 12.546 -1.112 -1.315
H -0.507 1.055 0.587
H -7.122 0.773 5.554
H 8.847 3.418 -3.119
H -4.718 2.333 5.587
H 3.808 -5.532 0.180
H -5.375 -3.016 -7.694
H -5.931 6.670 0.498
H -2.653 7.238 -0.143
H -8.057 1.371 7.414
H 1.390 -7.471 4.836
H 8.599 1.920 0.281
H -6.974 -0.903 6.066
H -0.463 -6.612 3.072
H 10.877 -1.407 -4.114
H -5.678 -1.360 8.030
H 10.285 -1.771 -2.526
H -2.083 6.727 -2.713
H -7.869 7.397 -2.174
H -4.860 10.397 -0.750
H -4.984 -3.818 -6.109
H -4.052 5.773 -2.533
H -0.070 -7.085 1.454
H -0.315 -5.619 -7.405
H 3.637 -7.886 0.136
H -6.122 3.814 9.856
H -7.010 5.946 -1.736
H 2.816 0.475 4.753
H 7.018 1.809 -1.940
H -5.600 -0.035 5.194
H -7.072 9.472 -1.759
H -2.696 -2.438 -8.833
H 5.105 -8.376 0.885
H -3.142 8.834 0.206
H 10.667 3.034 -4.745
H -2.880 7.732 -3.960
H -6.218 9.059 -3.148
H 3.903 -4.738 1.768
H -4.299 -0.317 7.765
H -5.093 -5.388 -7.877
H 1.452 0.685 4.130
H -1.580 8.479 -2.986
H -0.972 -4.363 -8.431
H -4.857 5.183 8.121
H 2.654 -8.739 4.276
H 1.284 -9.965 2.237
H 0.175 -3.909 -7.271
H 10.477 3.505 -2.387
H 7.578 0.294 -1.755
H 0.782 0.280 0.414
H -1.404 -6.381 -5.362
H 4.383 -6.242 3.893
H -3.718 3.407 9.797
H 1.058 -9.161 4.473
H -2.753 -6.306 -7.448
H 8.542 3.437 -0.472
H -4.072 1.713 9.773
H 1.332 -8.886 0.857
H 10.124 2.918 -0.044
H -5.258 11.231 -2.101
H 5.761 -6.690 2.874
H 12.531 1.658 -3.469
H -3.873 -1.219 -8.447
H 11.731 0.915 -4.720
H 13.312 -0.270 -2.656
H 3.516 -10.137 0.751
H -8.244 2.255 9.552
H 7.815 1.004 -3.274
H 3.903 -9.764 2.469
H -3.833 9.765 -3.550
H -5.459 8.328 0.542
H -5.169 -1.336 -6.256
H -5.132 -0.010 9.210
H -6.548 6.798 -3.254
H -0.436 -5.051 -4.644
H -1.486 -2.653 -4.577
H -7.869 -0.038 8.389
H 1.624 -5.155 2.604
H -3.461 -0.637 -6.041
H 5.183 -5.282 1.247
H -6.923 1.373 10.095
H -7.024 3.907 8.408
H -3.752 4.372 7.183
H -2.261 -1.039 -7.881
H -2.117 -5.116 -4.249
H 4.777 -7.958 3.715
H -4.129 -1.870 -4.887
H 12.766 0.572 -1.204
H 10.544 0.339 0.230
H 9.580 1.658 -4.626
H -1.513 8.401 -0.493
H -3.877 -4.684 -8.835
H -3.005 10.372 -2.098
H -7.147 7.821 0.345
H -2.864 2.514 8.702

Atoms 1-3, force components in eV/Å:
1.370 0.198 -1.412
-0.043 0.357 -0.241
-0.130 -0.213 -0.029

Atomic partial charges in e from the Mulliken method, atoms 1 to 99: number 1, O, carries -0.47; number 2, O, carries -0.46; number 3, O, carries -0.65; number 4, O, carries -0.46; number 5, O, carries -0.51; number 6, O, carries -0.64; number 7, O, carries -0.49; number 8, N, carries 0.59; number 9, N, carries 0.49; number 10, N, carries 0.35; number 11, N, carries 0.30; number 12, N, carries 0.52; number 13, C, carries -1.88; number 14, C, carries -1.66; number 15, C, carries -1.87; number 16, C, carries -1.67; number 17, C, carries -1.19; number 18, C, carries 1.22; number 19, C, carries 1.44; number 20, C, carries -2.08; number 21, C, carries -1.76; number 22, C, carries -0.59; number 23, C, carries -1.29; number 24, C, carries -1.80; number 25, C, carries -2.10; number 26, C, carries -1.12; number 27, C, carries -1.64; number 28, C, carries -1.77; number 29, C, carries -0.84; number 30, C, carries -1.06; number 31, C, carries -1.04; number 32, C, carries -1.65; number 33, C, carries -2.05; number 34, C, carries -1.64; number 35, C, carries -1.12; number 36, C, carries -1.78; number 37, C, carries 1.42; number 38, C, carries -1.60; number 39, C, carries -0.75; number 40, C, carries -1.71; number 41, C, carries -1.97; number 42, C, carries -1.67; number 43, C, carries 1.17; number 44, C, carries -1.17; number 45, C, carries 1.36; number 46, C, carries -1.02; number 47, C, carries 1.13; number 48, C, carries -1.08; number 49, C, carries -1.70; number 50, C, carries 1.33; number 51, C, carries -1.20; number 52, C, carries 1.43; number 53, C, carries -1.77; number 54, C, carries -0.84; number 55, C, carries 1.40; number 56, C, carries 1.48; number 57, C, carries -0.86; number 58, H, carries 0.31; number 59, H, carries 0.41; number 60, H, carries 0.39; number 61, H, carries 0.50; number 62, H, carries 0.33; number 63, H, carries 0.32; number 64, H, carries 0.45; number 65, H, carries 0.43; number 66, H, carries 0.39; number 67, H, carries 0.33; number 68, H, carries 0.40; number 69, H, carries 0.38; number 70, H, carries 0.41; number 71, H, carries 0.41; number 72, H, carries 0.35; number 73, H, carries 0.50; number 74, H, carries 0.39; number 75, H, carries 0.35; number 76, H, carries 0.45; number 77, H, carries 0.45; number 78, H, carries 0.35; number 79, H, carries 0.53; number 80, H, carries 0.39; number 81, H, carries 0.35; number 82, H, carries 0.37; number 83, H, carries 0.39; number 84, H, carries 0.46; number 85, H, carries 0.41; number 86, H, carries 0.43; number 87, H, carries 0.42; number 88, H, carries 0.38; number 89, H, carries 0.32; number 90, H, carries 0.43; number 91, H, carries 0.33; number 92, H, carries 0.49; number 93, H, carries 0.34; number 94, H, carries 0.36; number 95, H, carries 0.30; number 96, H, carries 0.43; number 97, H, carries 0.42; number 98, H, carries 0.43; number 99, H, carries 0.46